Density functional theory data (the ωB97M-V functional and the def2-TZVPD basis) for 2 unconnected molecules or ions with the total composition C3H4 in a non-equilibrium geometry.

Properties
Strongest force on any atom   1.344 eV Å⁻¹
2S+1   2
Total charge   -1
Gap between HOMO and LUMO (alpha / beta)   7.2 / 7.9 eV
Energy above the lowest of the compared OMol25 structures with the same formula, charge and spin   0.239 eV
DFT total energy   -116.52851 a.u.
⟨S²⟩   0.7578

```
7
Properties=species:S:1:pos:R:3:lowdin_charge:R:1
C -2.11453 -0.27951 -0.02464 -0.11
H -1.52671 -0.12926 -0.93307 -0.05
H -1.56305 -0.31781 0.91773 -0.05
H -3.01807 -0.89217 -0.10590 -0.05
C -3.11112 2.02081 0.18825 -0.33
C -4.32171 2.34679 0.19320 -0.32
H -5.37407 2.09422 0.10665 -0.09
```


Density functional theory data (the ωB97M-V functional and the def2-TZVPD basis) for C3H4 in the gas phase in a non-equilibrium geometry.

Properties
Strongest force on any atom   4.983 eV Å⁻¹
Total charge   0
Gap between HOMO and LUMO   10.6 eV
Energy above the lowest of the compared OMol25 structures with the same formula, charge and spin   1.924 eV
DFT total energy   -116.56615 a.u.
SMILES string   C1=CC1

```
7
Properties=species:S:1:pos:R:3:lowdin_charge:R:1
C 0.73939 0.66274 0.01292 -0.06
C 0.79091 -0.63676 -0.04828 -0.07
C -0.59852 -0.07183 -0.11616 -0.21
H 1.16101 1.64723 0.08462 0.09
H 1.38007 -1.43134 -0.01773 0.04
H -1.41308 0.18487 0.87984 0.13
H -1.28176 0.05608 -1.05264 0.08
```


> Among the records above, which one has the lowest DFT total energy?

number 2